(1)
Computed, not measured: a structure of composition C24H38IrN6SbSe4Si3, with ωB97M-V/def2-TZVPD.

Summary:
Net charge   -2
Expectation value of S²   6.023
Gap between HOMO and LUMO (spin up / spin down)   5.22 / 4.75 eV
2S+1   5

Cartesian coordinates (Å):
C  5.01748  -3.94945  -2.09724
C  -4.15896  1.80734  2.90437
H  3.74775  2.23194  -2.17404
H  2.08133  0.98694  -4.32106
H  4.11370  -3.24575  -0.26602
C  2.92798  2.14938  -1.45286
Se  0.81903  -3.27821  0.82286
H  5.68937  -4.67741  -1.63486
N  -1.50413  0.15505  1.36734
C  4.70440  -2.30150  -3.95254
H  -1.21434  4.93719  -2.70006
C  1.00195  4.88648  0.10460
Se  -1.38245  -1.25998  -1.97534
C  -2.44029  0.31648  2.02978
H  -1.95632  0.90160  -3.73530
C  -0.17429  2.22584  -1.15272
H  -2.08059  4.29488  0.86965
H  3.03976  2.96251  -0.73376
N  -4.67243  2.84146  2.96936
C  2.32656  1.90100  3.69601
H  1.99306  4.79038  -0.33870
H  -3.06856  2.24289  -4.01401
C  1.20892  2.22243  1.58848
H  5.53561  -0.75435  -2.70070
H  -1.01934  4.28808  2.27699
H  5.75096  -4.19261  -4.11113
C  -2.03362  4.51211  -2.11537
C  1.22808  0.88217  -3.64118
C  -2.05803  1.98650  -3.68249
C  -1.35543  3.69555  1.42115
C  5.62042  -3.38687  -3.38544
N  4.00791  -1.73157  -1.68632
H  -3.38818  2.46681  0.03345
C  1.67249  2.73132  2.80016
C  -3.54648  0.53303  2.84801
H  -1.35128  2.43022  -4.38767
H  0.39659  5.50159  -0.56676
C  -4.06436  -0.49258  3.67546
H  -1.88060  2.82689  1.81174
H  -2.97195  4.74089  -2.62968
H  -3.26265  0.93302  -0.83291
H  5.66292  -2.46407  -0.66411
Ir  -0.15133  -0.01348  -0.27476
Si  0.12962  3.21537  0.36686
N  1.41329  0.93397  1.27462
H  2.67593  2.28385  4.64785
Sb  -0.23916  -3.48570  -1.40054
Se  1.36558  -4.01304  -3.16724
H  3.03763  1.21510  -0.90091
H  2.15956  -0.90316  1.81548
C  2.51366  0.56905  3.35625
C  4.55243  -1.18813  -2.92634
C  4.72342  -2.85275  -1.07888
C  2.83665  -1.34528  -1.23956
Si  -1.81595  2.63030  -1.92135
H  1.35180  4.72885  -2.70535
C  1.35789  3.84860  -3.35173
N  1.82857  -0.96459  -0.83093
H  6.61259  -2.96081  -3.18736
H  3.89751  -0.39234  -3.27574
H  1.10368  5.42838  1.04995
C  2.04553  0.13040  2.12916
H  1.24783  -0.11564  -3.19993
H  2.99983  -0.12450  4.02904
H  2.27903  3.86867  -3.94314
H  3.71718  -2.72898  -4.14832
Se  -1.99646  -5.21797  -1.30137
H  0.32180  0.93752  -4.24289
Si  1.24919  2.24223  -2.33275
N  -4.51020  -1.29331  4.37864
H  0.51536  3.93526  -4.04273
H  4.07901  -4.45523  -2.33149
H  1.50336  3.77483  3.03939
H  -4.22711  2.25205  -1.50377
C  -3.30914  2.01669  -0.95718
H  -2.05174  5.02030  -1.14930
H  5.09980  -1.88957  -4.88435


(2)
Computed, not measured: a cluster of 2 separate species, C3HBrClN in total, with ωB97M-V/def2-TZVPD.

Summary:
Net charge   0
Relative energy (zero: lowest compared OMol25 entry of this formula, charge and spin)   619.3 kJ/mol
Gap between HOMO and LUMO (spin up / spin down)   6.34 / 7.39 eV

Cartesian coordinates (Å):
H  1.26453  -0.74629  0.94830
Br  -2.13562  1.44812  -0.66958
C  -0.80825  0.23165  -0.56903
Cl  0.23969  0.00027  2.85351
C  0.81711  0.20272  1.35118
N  0.76608  -0.81243  -2.21880
C  -0.14355  -0.32404  -1.69558


(3)
Computed, not measured: a structure of composition CH3O2PS, with ωB97M-V/def2-TZVPD.

Summary:
Net charge   0
Relative energy (zero: lowest compared OMol25 entry of this formula, charge and spin)   421.4 kJ/mol
Gap between HOMO and LUMO (spin up / spin down)   7.29 / 7.28 eV

Cartesian coordinates (Å):
C  -0.27827  1.04163  -0.46631
H  -0.30967  -1.40591  -0.51686
O  1.82026  1.04819  1.53685
O  -0.07226  2.15336  0.20775
S  1.72955  2.00135  0.37059
P  -0.37330  -0.45961  0.59374
H  1.08511  -0.46457  1.16097
H  -0.83634  1.23179  -1.40252


(4)
Computed, not measured: an isolated molecule of C4H8N2OS, with ωB97M-V/def2-TZVPD.

Summary:
Net charge   0
Relative energy (zero: lowest compared OMol25 entry of this formula, charge and spin)   160.9 kJ/mol
Gap between HOMO and LUMO   9.18 eV
SMILES   NN1CCOCC1=S

Cartesian coordinates (Å):
O  -1.15429  -1.41460  -0.40267
C  1.13556  -0.55678  -0.05810
H  1.97931  1.67774  0.68664
N  0.57097  0.62473  -0.02973
H  -1.70000  -0.44835  1.26798
H  -0.99795  1.34552  -1.18059
C  -1.71055  -0.29407  0.14318
H  0.11466  -2.02930  1.12389
C  0.12845  -1.69750  0.02036
C  -0.83217  0.90868  -0.16604
N  1.31290  1.85393  -0.05879
H  -2.77645  -0.15085  -0.14706
H  -1.10255  1.75745  0.47792
H  0.42068  -2.48800  -0.68989
S  2.74089  -0.86769  -0.06717
H  1.87054  1.77910  -0.91994


Strongest force on any atom
In order: 2.07, 3.12, 2.01, 2.40
Unit: eV/A
M
In order: 1124.7, 166.4, 110.1, 132.2
Unit: g mol⁻¹